Record 1
ORCA calculation (wB97M-V/def2-TZVPD) on a structure of composition C14H18F6MnN2O11S2.

```
! wB97M-V def2-TZVPD RIJCOSX def2/J DEFGRID3
* xyz 0 6
Mn 9.81127 21.03850 -8.76066
C 6.05415 20.32869 -10.27914
F 6.57551 20.86106 -11.36534
F 4.75889 20.57594 -10.22622
F 6.24706 19.01992 -10.27390
S 6.91934 21.13558 -8.74992
O 7.74466 22.18784 -9.28647
O 5.90199 21.53451 -7.80832
N 8.13950 20.10288 -8.12423
S 7.34521 19.03319 -7.23931
O 7.50054 19.19196 -5.81720
O 6.00524 18.70537 -7.66384
C 8.30828 17.45795 -7.62594
F 7.74215 16.43166 -7.01558
F 8.35690 17.22393 -8.94016
F 9.58211 17.59774 -7.20143
O 10.78216 22.07710 -10.06557
H 10.94451 22.88228 -10.52824
C 14.38245 16.47034 -8.44271
C 13.16212 16.81246 -7.59098
C 13.53984 17.59071 -6.28965
O 13.10706 18.90632 -6.55562
C 12.26224 18.91563 -7.57538
O 11.54270 19.81668 -7.84902
O 12.30079 17.75120 -8.24620
H 14.01142 16.42412 -9.46874
H 14.84430 15.51524 -8.21245
H 15.08004 17.29828 -8.33281
H 12.51557 15.97702 -7.32989
H 14.62457 17.59452 -6.18222
H 13.16678 17.10641 -5.38803
C 8.12274 19.99900 -14.19620
C 8.93010 18.94253 -13.48263
C 10.46131 19.14472 -13.64701
O 10.94777 19.13440 -12.31372
C 9.93845 19.14435 -11.45580
O 10.08785 19.23865 -10.27036
O 8.76461 19.10068 -12.05673
H 7.05389 20.01158 -13.98497
H 8.19481 19.77439 -15.26610
H 8.47626 21.00906 -13.98292
H 8.51947 17.98339 -13.80180
H 10.62838 20.13267 -14.07436
H 10.89601 18.36815 -14.26954
N 10.58225 21.74452 -5.77112
C 11.34355 22.56811 -6.57320
C 10.47806 23.41570 -7.21286
C 9.14313 23.09142 -6.82477
C 9.26979 22.01525 -5.98712
H 10.97555 21.08782 -5.12573
H 12.41634 22.50732 -6.60282
H 10.77516 24.11427 -7.97753
H 8.26119 23.60336 -7.16064
H 8.47446 21.50759 -5.46297
*
```

gap between HOMO and LUMO (spin up / spin down) = 8.5 / 8.5 eV
LUMO level (spin up / spin down) = 0.4 / 0.4 eV
electronic energy = -4028.0281 a.u.
highest occupied orbital energy (spin up / spin down) = -8.2 / -8.1 eV
largest force on an atom = 0.079 Eh/bohr

Record 2
ORCA calculation (wB97M-V/def2-TZVPD) on a structure of composition C14H18IN2O2PRuS2Se.

```
! wB97M-V def2-TZVPD RIJCOSX def2/J DEFGRID3
* xyz 1 2
Ru -0.46293 -0.39218 0.08389
C 3.35817 4.34622 -1.04361
C 1.92817 4.01002 -1.40871
O 1.78617 2.62742 -1.83501
P 1.32957 1.54902 -0.80761
S 1.32097 -0.30468 -1.65341
S -0.44763 2.08652 0.08699
O 2.46657 1.62302 0.30709
C 2.34117 0.99942 1.58219
C 1.90227 1.98882 2.64469
H 3.39437 5.37602 -0.69831
H 4.00627 4.24512 -1.90831
H 3.71947 3.69392 -0.25211
H 1.58637 4.59602 -2.26331
H 1.25917 4.18312 -0.55911
H 3.32637 0.58352 1.80049
H 1.59237 0.17652 1.50889
H 2.57257 2.84252 2.66299
H 1.92757 1.50282 3.61559
H 0.88907 2.33832 2.45869
I -5.07533 -3.85948 -1.15051
C -4.43273 -1.87138 -0.90341
C -5.32953 -0.84398 -0.63881
C -4.82653 0.43632 -0.47981
C -3.45853 0.64272 -0.55641
N -2.60713 -0.35078 -0.80351
C -3.07963 -1.57958 -0.98971
H -6.38933 -1.03518 -0.56101
H -5.48203 1.26852 -0.28341
H -3.03583 1.63152 -0.42611
H -2.35443 -2.34848 -1.23881
Se -0.94873 -1.67878 2.11489
C 0.01227 -2.89938 0.94829
C -0.66913 -3.92158 0.27679
C 0.07347 -4.78598 -0.51711
N 1.37667 -4.68978 -0.63661
C 2.04487 -3.77128 0.02469
C 1.40917 -2.84618 0.84089
H -1.73073 -4.07408 0.40539
H -0.40033 -5.58718 -1.06581
H 3.11757 -3.76948 -0.09721
H 1.98987 -2.13788 1.41539
*
```

gap between HOMO and LUMO (spin up / spin down) = 6.5 / 6.9 eV
LUMO level (spin up / spin down) = -5.4 / -5.1 eV
electronic energy = -4735.8267 a.u.
highest occupied orbital energy (spin up / spin down) = -11.9 / -11.9 eV
largest force on an atom = 0.042 Eh/bohr

Record 3
ORCA calculation (wB97M-V/def2-TZVPD) on a structure of composition C14H18N4O2Pt.

```
! wB97M-V def2-TZVPD RIJCOSX def2/J DEFGRID3
* xyz 4 5
N -0.37833 -1.22575 -1.87485
C -0.42080 -1.52444 -2.99180
C -0.47491 -1.90453 -4.40764
H 0.52697 -2.15222 -4.75623
H -0.86783 -1.07459 -4.99365
H -1.12393 -2.77140 -4.52708
N -2.03831 0.40344 1.21570
C -2.93987 0.94631 1.69664
C -4.08365 1.63317 2.30648
H -4.51054 2.33564 1.59179
H -3.75357 2.17334 3.19309
H -4.83875 0.90050 2.58971
N 1.65824 -0.72435 1.37395
C 2.66908 -0.76358 1.93528
C 3.95032 -0.81449 2.64746
H 3.80124 -1.25496 3.63274
H 4.34711 0.19406 2.75751
H 4.65622 -1.42214 2.08261
Pt -0.33955 -0.78521 0.33432
C -0.66337 -1.56249 2.35798
O -0.83527 -1.97884 3.40547
C -2.16815 -1.93331 -0.04271
O -3.11392 -2.54147 -0.23213
C -0.08799 2.06518 -1.87311
C 1.21918 1.66646 -1.81389
C 1.92159 1.84255 -0.68883
C 1.33175 2.41766 0.40344
C 0.05319 2.80792 0.34489
C -0.66518 2.62829 -0.80534
H -0.65585 1.95013 -2.78338
H 1.70000 1.23145 -2.67636
H 2.95888 1.54685 -0.66028
H 1.89559 2.58314 1.30828
H -0.39551 3.28297 1.20355
H -1.69021 2.95897 -0.86995
N 0.70205 -2.54072 -0.04765
H 0.98466 -3.01628 0.83900
H 1.55994 -2.34597 -0.61361
H 0.10947 -3.23129 -0.56143
*
```

gap between HOMO and LUMO (spin up / spin down) = 10.0 / 4.6 eV
LUMO level (spin up / spin down) = -13.5 / -18.9 eV
electronic energy = -1031.1601 a.u.
highest occupied orbital energy (spin up / spin down) = -23.5 / -23.5 eV
largest force on an atom = 0.098 Eh/bohr

Record 4
ORCA calculation (wB97M-V/def2-TZVPD) on a structure of composition C14H18N6O5PS2SeW.

```
! wB97M-V def2-TZVPD RIJCOSX def2/J DEFGRID3
* xyz 1 3
W -0.93092 -0.19016 -0.16203
C 1.33997 2.38196 -4.77870
N 0.65875 2.34001 -3.48876
C -0.08489 3.35103 -2.95730
C -0.59396 2.88559 -1.77696
N -0.18701 1.60055 -1.60341
C 0.56809 1.27814 -2.64975
P 1.82040 -0.04236 -2.59243
C 2.19057 0.12920 -0.80676
N 1.29642 0.17394 0.17557
C 1.98492 0.15870 1.35152
C 3.31920 0.13089 1.07527
N 3.43705 0.10743 -0.28848
C 4.69875 0.05654 -1.02004
C 0.86826 -1.58248 -2.40114
N 0.29189 -1.92836 -1.26010
C -0.15695 -3.20695 -1.41088
C 0.16280 -3.63933 -2.66486
N 0.82600 -2.60861 -3.27775
C 1.26907 -2.59515 -4.66568
H 1.20364 3.37270 -5.20121
H 0.90705 1.64585 -5.45184
H 2.40338 2.19060 -4.65138
H -0.19973 4.29488 -3.46072
H -1.22382 3.39287 -1.06987
H 1.48369 0.15262 2.30369
H 4.18143 0.12278 1.71806
H 5.50288 -0.02278 -0.29488
H 4.83392 0.96273 -1.60624
H 4.72295 -0.81466 -1.67044
H -0.65957 -3.72765 -0.61329
H -0.00193 -4.57738 -3.16562
H 1.31697 -3.61981 -5.02230
H 2.26086 -2.15260 -4.73324
H 0.56616 -2.03339 -5.27789
C -2.85375 3.90479 2.74723
O -3.45728 3.36025 1.55222
C -2.89103 2.35042 0.94255
S -3.70652 1.88712 -0.48972
S -1.46120 1.66132 1.50508
H -3.47695 4.75094 3.01229
H -1.83405 4.22252 2.53649
H -2.86533 3.15174 3.53247
O -4.59081 -0.99404 -1.96295
Se -3.28283 -1.48649 -1.18522
O -3.02858 -0.37020 0.15708
O -0.66447 -1.21492 1.18094
O -1.89266 -0.60929 -1.91394
*
```

gap between HOMO and LUMO (spin up / spin down) = 7.6 / 7.3 eV
LUMO level (spin up / spin down) = -2.8 / -4.5 eV
electronic energy = -4855.0599 a.u.
highest occupied orbital energy (spin up / spin down) = -10.3 / -11.7 eV
largest force on an atom = 0.037 Eh/bohr